Record 1
C5H7NO | ωB97M-V/def2-TZVPD

Computed properties:
ΔE to the lowest compared entry with this formula, charge and spin ... 7.859 eV
LUMO level (spin up / spin down) ... -0.30 / -0.27 eV
HOMO energy (spin up / spin down) ... -7.9557 / -8.0654 eV
DFT total energy ... -8828.344 eV
Frontier orbital gap (spin up / spin down) ... 7.657 / 7.800 eV
Max |F| ... 0.007 Eh/bohr

The geometry in ORCA input format:
```
! RIJCOSX wB97M-V def2-TZVPD def2/J DEFGRID3
* xyz 0 1
C -0.8257 -1.0087 -0.1036
C -0.6789 0.3673 -0.7757
O -1.0387 1.4478 0.0751
C 0.1689 1.4671 0.9581
C 0.1508 0.3097 1.8020
N 0.3384 -0.5882 0.7731
C 0.7309 0.4163 -0.1585
H -1.7197 -1.2583 0.4669
H -0.5225 -1.8311 -0.7555
H -0.9520 0.5380 -1.8181
H 0.4380 2.4865 1.2205
H 1.8271 -1.4657 -2.5540
H 0.2850 0.0992 2.8575
H 1.7984 -0.9800 -1.9878
*
```

Record 2
C4H8O2 | ωB97M-V/def2-TZVPD

Computed properties:
ΔE to the lowest compared entry with this formula, charge and spin ... 2.620 eV
LUMO level ... 0.94 eV
HOMO energy ... -9.5135 eV
DFT total energy ... -8370.661 eV
Frontier orbital gap ... 10.458 eV
Max |F| ... 0.004 Eh/bohr

The geometry in ORCA input format:
```
! RIJCOSX wB97M-V def2-TZVPD def2/J DEFGRID3
* xyz 0 1
O 0.8006 1.1339 -0.3568
C 1.3270 -0.1960 -0.2169
C 0.1233 -1.1276 -0.0874
C -0.8679 -0.3027 0.7348
C -0.8232 1.0818 0.1103
O -1.2522 1.2303 -1.1169
H 0.0632 1.2308 -1.2660
H 1.9453 -0.2012 0.6877
H 1.9643 -0.4171 -1.0762
H 0.3935 -2.0718 0.3915
H -0.3093 -1.3429 -1.0700
H -1.8882 -0.6899 0.6741
H -0.5645 -0.2590 1.7872
H -0.9121 1.9315 0.8045
*
```

Record 3
C3H3NO2 | ωB97M-V/def2-TZVPD

Computed properties:
ΔE to the lowest compared entry with this formula, charge and spin ... 4.562 eV
LUMO level ... -1.53 eV
HOMO energy ... -9.1135 eV
DFT total energy ... -8740.569 eV
Frontier orbital gap ... 7.579 eV
Max |F| ... 0.023 Eh/bohr

The geometry in ORCA input format:
```
! RIJCOSX wB97M-V def2-TZVPD def2/J DEFGRID3
* xyz 0 1
O 0.1830 1.3357 -1.0508
C 0.2665 0.2801 -0.2756
C -0.8582 -0.2577 0.4194
O -2.0302 0.1981 0.3750
C 1.5503 -0.3343 -0.1441
N 2.5558 -0.8868 0.0131
H -0.7476 1.6448 -1.0485
H -0.3488 -0.6636 1.4012
H -0.6057 -1.4075 0.4153
*
```

Record 4
C27H46F4N2O9P2S2 | ωB97M-V/def2-TZVPD

Computed properties:
LUMO level ... -0.01 eV
HOMO energy ... -8.8442 eV
SMILES ... N=P(O)(O)c1cccc2c1Sc1cc(C(F)(F)C(F)F)c(CCOC=O)cc1N2[PH2]=S.CCO.CCO.CCO.CCO.CCO
DFT total energy ... -101270.276 eV
Frontier orbital gap ... 8.834 eV
Max |F| ... 0.054 Eh/bohr

The geometry in ORCA input format:
```
! RIJCOSX wB97M-V def2-TZVPD def2/J DEFGRID3
* xyz 0 1
N 0.9914 -1.9258 4.4765
P -0.3671 -1.7093 5.1505
O -1.1469 -3.1435 5.2803
O -0.2552 -1.1333 6.6669
C -1.3950 -0.4942 4.2573
C -1.4550 0.8205 4.6871
C -2.2249 1.7167 3.9910
C -2.9567 1.3133 2.9011
C -2.9274 0.0104 2.4436
C -2.1176 -0.8739 3.1427
S -2.0549 -2.5464 2.4982
C -2.0208 -2.1646 0.7552
C -1.2224 -2.8613 -0.1028
C -1.1782 -2.5379 -1.4495
C -0.2950 -3.3268 -2.3984
F -1.0988 -4.0546 -3.2339
F 0.5324 -2.5271 -3.1113
C 0.6157 -4.3695 -1.7070
F 1.3858 -4.9726 -2.6306
F 1.4601 -3.7142 -0.8586
C -1.9751 -1.4955 -1.8854
C -2.0052 -1.1004 -3.3551
C -2.0844 0.4110 -3.6357
O -0.8106 0.9137 -4.1348
C -0.5371 2.1211 -3.5212
O -1.0682 3.1561 -3.8431
C -2.7849 -0.8131 -0.9980
C -2.8382 -1.1295 0.3429
N -3.6668 -0.4759 1.3113
P -4.8051 0.6381 0.6604
S -6.2072 0.9848 1.9659
H 1.1327 -2.8988 4.2287
H -2.0532 -2.9880 5.5906
H -1.1627 -0.9578 6.9652
H -0.8685 1.1418 5.5431
H -2.2558 2.7541 4.3087
H -3.5415 2.0762 2.3959
H -0.6370 -3.6664 0.3284
H 0.0498 -5.0990 -1.1180
H -1.1415 -1.4670 -3.9130
H -2.8737 -1.5587 -3.8486
H -2.8093 0.5733 -4.4420
H -2.3813 1.0250 -2.7815
H 0.1967 2.0876 -2.6923
H -3.3781 -0.0008 -1.4070
H -5.4155 -0.0466 -0.4080
H -4.2016 1.8397 0.2294
C 3.6376 -1.5625 0.6244
C 3.1915 -0.1458 0.9417
O 2.6696 -0.0757 2.2616
H 2.8026 -2.2566 0.7254
H 4.0320 -1.6362 -0.3895
H 4.4123 -1.8864 1.3258
H 2.4021 0.1686 0.2565
H 4.0250 0.5547 0.8521
H 3.3670 -0.3443 2.8678
C 7.6960 2.5939 2.4153
C 6.3134 2.1259 2.8288
O 5.9545 0.9334 2.1357
H 7.7305 2.7737 1.3404
H 7.9701 3.5131 2.9364
H 8.4450 1.8301 2.6374
H 5.5655 2.8798 2.5865
H 6.2763 1.9364 3.9068
H 6.6078 0.2620 2.3547
C 5.7379 0.1427 -2.3237
C 7.1933 0.0019 -1.9205
O 7.3461 0.0489 -0.5033
H 5.3285 1.0823 -1.9494
H 5.6283 0.1181 -3.4097
H 5.1397 -0.6616 -1.8957
H 7.7825 0.8193 -2.3347
H 7.6052 -0.9433 -2.2904
H 6.8391 -0.6776 -0.1278
C -10.4912 3.0890 3.1923
C -10.1830 2.8556 1.7243
O -8.8102 3.1027 1.4449
H -10.2449 4.1136 3.4742
H -11.5466 2.9092 3.4058
H -9.8904 2.4282 3.8219
H -10.7684 3.5296 1.0994
H -10.4233 1.8252 1.4392
H -8.2877 2.4995 1.9881
C 2.4742 0.6118 -6.0090
C 1.8009 0.4985 -7.3624
O 0.5726 -0.2156 -7.2547
H 2.6651 -0.3786 -5.5933
H 3.4208 1.1510 -6.0806
H 1.8249 1.1371 -5.3047
H 2.4342 -0.0435 -8.0637
H 1.5991 1.4919 -7.7775
H 0.0082 0.2687 -6.6419
*
```

> Which of these has the lowest max |F|?

C4H8O2

> Which value of max |F| does entry 2 give?

0.004 Eh/bohr

> Among the records above, which one has the lowest DFT total energy?

C27H46F4N2O9P2S2

> Number 3 is which compound?

C3H3NO2